Molecular formula: C6H14O2
Method: DFT, ωB97M-V with the def2-TZVPD basis set

## Properties
Orbital gap, eV: 10.85
Total charge: 0
Lowest unoccupied orbital energy, hartree: 0.0302
Largest force on an atom, eV/A: 0.79
Energy above the lowest of the compared OMol25 structures with the same formula, charge and spin, kJ/mol: 45.51

Last column: natural (NBO) charge in e.
Positions of all 22 atoms, in Å:
C1 -0.125 -0.148 0.190  0.237
C2 1.356 -0.264 0.604  -0.426
H1 1.987 -2.049 -0.465  0.204
H2 0.309 -0.385 -1.923  0.211
H3 -0.208 -1.869 -1.119  0.213
O1 -0.968 -0.734 1.167  -0.728
H4 -2.283 1.347 -1.043  0.193
H5 -0.709 -1.657 1.267  0.467
H6 1.353 -2.368 1.156  0.188
O2 0.288 2.082 -0.747  -0.713
H7 -0.043 1.886 -1.631  0.461
H8 -2.206 2.660 0.133  0.217
H9 1.937 0.397 -0.040  0.224
H10 -2.551 1.009 0.675  0.236
H11 2.949 -1.660 0.955  0.219
H12 -1.398 -0.634 -1.495  0.217
C3 -0.370 -0.795 -1.179  -0.654
H13 1.434 0.115 1.626  0.208
C4 1.938 -1.673 0.554  -0.611
H14 -0.209 1.764 1.162  0.182
C5 -1.985 1.609 -0.029  -0.640
C6 -0.493 1.365 0.182  0.095


Molecular formula: C6H14O2
Method: DFT, ωB97M-V with the def2-TZVPD basis set

## Properties
Orbital gap, eV: 9.30
Total charge: 0
Lowest unoccupied orbital energy, hartree: 0.0233
Largest force on an atom, eV/A: 3.44
Energy above the lowest of the compared OMol25 structures with the same formula, charge and spin, kJ/mol: 292.05

Last column: natural (NBO) charge in e.
Positions of all 22 atoms, in Å:
H1 -1.174 2.126 0.946  0.237
H2 -0.049 1.806 -0.693  0.237
H3 0.268 -4.520 -0.275  0.206
H4 0.703 0.274 1.777  0.208
H5 6.418 1.413 0.452  0.468
C1 -1.115 -3.048 0.244  -0.140
H6 0.375 2.498 0.770  0.212
C2 -0.801 -4.497 -0.132  -0.644
C3 -0.217 -2.054 0.313  -0.253
H7 -1.370 -4.804 -1.024  0.222
C4 -0.598 -0.599 0.292  -0.218
H8 -3.771 4.410 -2.395  0.470
O1 6.719 2.319 0.532  -0.936
C5 -0.031 0.385 0.987  -0.175
H9 -1.324 -0.421 -0.471  0.199
H10 6.126 2.831 -0.027  0.468
H11 -3.783 5.276 -1.117  0.470
H12 -2.174 -2.887 0.414  0.182
H13 -1.025 -5.102 0.781  0.215
C6 -0.320 1.733 0.372  -0.686
O2 -3.655 5.293 -2.062  -0.940
H14 0.798 -2.432 0.317  0.198


Molecular formula: C6H14O2
Method: DFT, ωB97M-V with the def2-TZVPD basis set

## Properties
Orbital gap, eV: 10.27
Total charge: 0
Lowest unoccupied orbital energy, hartree: 0.0207
Largest force on an atom, eV/A: 1.76
Energy above the lowest of the compared OMol25 structures with the same formula, charge and spin, kJ/mol: 131.97

Last column: natural (NBO) charge in e.
Positions of all 22 atoms, in Å:
C1 0.675 -0.425 -2.058  0.446
C2 0.776 0.561 0.257  -0.212
C3 2.305 1.208 2.167  -0.608
H1 -0.246 -0.107 -2.556  0.101
H2 -1.407 0.778 -0.039  0.201
H3 1.802 -0.783 1.654  0.198
C4 0.572 -0.723 -0.591  -0.500
H4 -4.592 -3.133 -2.348  0.464
H5 -0.981 1.662 1.270  0.220
O1 1.691 -0.435 -2.705  -0.518
C5 -0.539 1.353 0.326  -0.629
H6 3.122 1.373 1.466  0.207
H7 2.698 0.966 3.153  0.212
H8 -0.548 2.229 -0.326  0.215
H9 1.874 2.202 2.356  0.203
H10 -0.416 -1.113 -0.377  0.211
H11 -6.049 -2.835 -2.248  0.465
O2 -5.324 -2.824 -2.895  -0.929
H12 0.468 0.063 2.342  0.200
H13 1.488 1.257 -0.190  0.213
H14 1.327 -1.455 -0.323  0.227
C6 1.303 0.183 1.664  -0.386


Molecular formula: C6H14O2
Method: DFT, ωB97M-V with the def2-TZVPD basis set

## Properties
Orbital gap, eV: 9.55
Total charge: 0
Lowest unoccupied orbital energy, hartree: 0.0212
Largest force on an atom, eV/A: 15.51
Energy above the lowest of the compared OMol25 structures with the same formula, charge and spin, kJ/mol: 375.78

Last column: natural (NBO) charge in e.
Positions of all 22 atoms, in Å:
H1 2.143 0.864 2.348  0.196
H2 -0.353 0.316 2.518  0.203
H3 -0.062 -0.460 -1.626  0.219
C1 0.308 -0.140 0.414  -0.015
H4 -1.228 -3.220 0.631  0.475
H5 -2.504 -2.437 0.686  0.467
O1 -2.388 0.714 -1.619  -0.907
C2 1.277 1.000 0.378  -0.033
H6 -0.970 -1.074 1.907  0.173
H7 1.370 2.872 -0.755  0.224
H8 1.657 1.354 -1.771  0.221
H9 0.126 1.833 -1.280  0.226
H10 1.354 -1.452 -0.864  0.227
C3 0.300 -1.061 -0.765  -0.691
H11 -1.766 0.271 -0.950  0.477
O2 -1.894 -2.712 0.101  -0.927
H12 2.695 2.215 1.439  0.197
H13 -2.550 0.181 -2.197  0.433
H14 -0.389 -1.909 -0.724  0.261
C4 2.023 1.390 1.385  -0.381
C5 1.133 1.800 -0.897  -0.656
C6 -0.285 -0.345 1.641  -0.391


Molecular formula: C6H14O2
Method: DFT, ωB97M-V with the def2-TZVPD basis set

## Properties
Orbital gap, eV: 9.03
Total charge: 0
Lowest unoccupied orbital energy, hartree: -0.0193
Largest force on an atom, eV/A: 4.01
Energy above the lowest of the compared OMol25 structures with the same formula, charge and spin, kJ/mol: 542.31

Last column: natural (NBO) charge in e.
Positions of all 22 atoms, in Å:
C1 -2.065 -0.963 -0.123  -0.230
H1 -2.015 -2.053 0.017  0.208
C2 0.410 -1.196 -0.232  -0.497
H2 -0.253 0.793 -1.460  0.088
H3 -4.132 -0.783 0.283  0.219
H4 3.021 0.450 1.334  0.171
C3 -3.457 -0.430 -0.485  -0.640
C4 -0.851 -0.403 -0.135  -0.038
H5 1.132 -1.036 1.783  0.203
C5 2.256 0.396 0.551  -0.088
H6 2.279 -1.757 0.749  0.221
H7 0.086 -2.217 -0.141  0.201
H8 3.131 1.192 -0.905  0.467
C6 1.541 -0.916 0.746  -0.414
H9 -0.661 1.540 0.197  0.486
H10 0.852 -1.029 -1.219  0.239
O1 2.811 0.294 -0.802  -0.727
H11 -3.473 0.644 -0.458  0.234
H12 -0.728 2.457 1.454  0.461
O2 -0.812 2.489 0.467  -0.976
H13 1.624 1.294 0.559  0.184
H14 -3.817 -0.816 -1.472  0.229


Molecular formula: C6H14O3
Method: DFT, ωB97M-V with the def2-TZVPD basis set

## Properties
Orbital gap, eV: 10.50
Total charge: 0
Lowest unoccupied orbital energy, hartree: 0.0263
Largest force on an atom, eV/A: 1.70
Energy above the lowest of the compared OMol25 structures with the same formula, charge and spin, kJ/mol: 331.20

Last column: natural (NBO) charge in e.
Positions of all 23 atoms, in Å:
H1 -0.088 -1.205 -1.702  0.232
H2 -0.401 2.442 -0.736  0.161
H3 -1.189 -1.987 0.537  0.220
C1 0.269 -0.461 0.940  0.100
H4 1.633 1.517 -1.549  0.203
O1 1.409 -1.404 0.873  -0.299
H5 -0.421 0.398 -2.368  0.206
O2 -1.855 1.549 0.421  -0.736
H6 2.217 1.198 0.092  0.209
C2 0.237 0.411 -0.321  -0.089
H7 0.601 0.141 1.793  0.198
H8 -2.310 2.397 0.380  0.476
C3 1.658 0.784 -0.745  -0.604
C4 -1.017 -1.205 1.272  -0.659
C5 -0.496 1.754 0.114  -0.050
H9 2.176 -0.103 -1.097  0.232
H10 1.218 -3.242 0.431  0.464
H11 -1.863 -0.528 1.259  0.247
H12 0.021 2.205 0.972  0.158
C6 -0.514 -0.229 -1.483  -0.627
O3 1.217 -2.432 -0.097  -0.473
H13 -0.933 -1.659 2.258  0.212
H14 -1.568 -0.341 -1.246  0.222